A cluster of 12 separate species, C62H122F15N11O16 in total in a non-equilibrium geometry. Source: OMol25; level of theory: ωB97M-V/def2-TZVPD.

Output
HOMO level ... -10.9 eV
Total charge ... +2
Orbital gap ... 7.38 eV

Geometry as XYZ:
```
226
Properties=species:S:1:pos:R:3:lowdin_charge:R:1
C -4.03 2.56 1.38 -0.113
O -4.33 1.95 0.13 -0.231
C -5.04 0.72 0.45 -0.194
C -6.03 0.43 -0.61 -0.150
N -5.41 -0.02 -1.94 -0.036
H -4.89 0.78 -2.25 0.093
H -4.93 -1.79 -1.63 0.043
C -6.48 -0.27 -2.87 -0.195
C -6.06 -0.79 -4.27 -0.156
O -5.12 0.19 -4.77 -0.231
C -4.76 0.01 -6.10 -0.109
H -3.54 3.61 1.25 0.121
H -3.29 1.96 1.90 0.064
H -4.96 2.81 1.94 0.106
H -5.54 0.87 1.40 0.121
H -4.29 -0.07 0.49 0.106
H -6.70 1.27 -0.71 0.120
H -6.67 -0.43 -0.34 0.100
H -7.04 0.65 -2.98 0.096
H -7.13 -1.08 -2.50 0.132
H -6.92 -0.89 -4.91 0.122
H -5.74 -1.79 -4.26 0.083
H -4.25 0.91 -6.47 0.070
H -5.67 -0.08 -6.66 0.093
H -4.11 -0.94 -6.17 0.102
C 9.37 -3.24 2.79 -0.092
O 8.15 -3.98 2.84 -0.219
C 8.41 -5.25 3.46 -0.220
C 7.12 -5.92 3.69 -0.145
N 6.14 -4.95 4.31 -0.069
H 6.32 -4.15 3.76 0.057
H 4.46 -5.27 4.04 0.004
C 6.26 -4.62 5.76 -0.147
C 5.79 -3.23 5.95 -0.269
O 6.60 -2.40 5.24 -0.170
C 5.94 -1.19 5.00 -0.118
H 9.88 -3.36 3.76 0.095
H 9.12 -2.15 2.72 0.089
H 9.98 -3.46 1.87 0.107
H 9.00 -5.17 4.39 0.126
H 9.01 -5.91 2.80 0.138
H 7.06 -6.87 4.28 0.141
H 6.58 -6.16 2.77 0.113
H 7.24 -4.79 6.08 0.104
H 5.67 -5.37 6.26 0.117
H 5.72 -2.94 6.98 0.131
H 4.79 -3.24 5.50 0.119
H 6.64 -0.51 4.43 0.092
H 5.88 -0.63 5.98 0.111
H 4.94 -1.34 4.48 0.103
C -7.27 3.16 -3.78 -0.122
O -6.79 4.36 -4.30 -0.164
C -5.69 4.78 -3.49 -0.195
C -4.37 4.00 -3.62 -0.204
N -3.95 4.25 -4.97 -0.036
H -4.71 3.98 -5.52 0.091
H -3.66 6.16 -5.46 0.085
C -2.82 3.46 -5.53 -0.200
C -2.59 3.63 -6.97 -0.196
O -3.59 2.75 -7.61 -0.244
C -3.39 2.72 -9.05 -0.079
H -7.18 3.21 -2.66 0.095
H -6.65 2.34 -4.17 0.067
H -8.31 3.07 -4.10 0.102
H -5.86 4.63 -2.39 0.120
H -5.62 5.90 -3.69 0.139
H -4.45 2.97 -3.32 0.091
H -3.64 4.37 -2.89 0.112
H -2.98 2.38 -5.39 0.086
H -1.88 3.73 -4.98 0.128
H -1.62 3.23 -7.32 0.121
H -2.64 4.68 -7.38 0.147
H -3.75 3.70 -9.44 0.105
H -4.05 1.94 -9.39 0.077
H -2.35 2.51 -9.35 0.093
C -0.37 0.85 -4.97 -0.011
C -0.37 0.18 -3.53 -0.132
N -0.93 -1.14 -3.60 -0.058
C -0.18 -2.29 -3.63 0.014
C -1.03 -3.32 -3.86 -0.023
N -2.25 -2.78 -3.93 -0.091
C -2.17 -1.46 -3.92 -0.010
C -3.45 -3.54 -4.18 0.013
H 0.24 1.73 -4.88 0.061
H -1.39 1.09 -5.39 0.072
H 0.05 0.16 -5.69 0.083
H -1.02 0.59 -2.73 0.111
H 0.72 0.04 -3.17 0.145
H 0.88 -2.26 -3.32 0.152
H -0.79 -4.33 -3.81 0.130
H -3.01 -0.81 -4.08 0.153
H -3.38 -4.61 -3.93 0.116
H -3.68 -3.42 -5.26 0.116
H -4.21 -3.09 -3.49 0.074
C 6.96 2.37 2.98 -0.043
C 5.56 1.90 2.52 -0.117
N 4.68 3.06 2.13 -0.008
C 4.43 4.17 2.85 -0.029
C 3.64 4.99 2.09 -0.018
N 3.48 4.38 0.90 -0.086
C 4.09 3.26 0.91 -0.007
C 2.64 4.87 -0.16 0.036
H 7.71 1.57 2.91 0.083
H 6.97 2.84 3.96 0.080
H 7.25 3.05 2.22 0.065
H 5.04 1.34 3.27 0.108
H 5.52 1.32 1.65 0.097
H 4.65 4.37 3.86 0.130
H 3.21 5.99 2.14 0.150
H 4.14 2.43 0.16 0.145
H 3.05 5.70 -0.72 0.110
H 1.70 5.12 0.28 0.093
H 2.55 4.05 -0.87 0.077
C 2.14 -0.75 0.63 -0.037
C 0.60 -0.88 0.59 -0.110
N -0.05 0.27 -0.12 0.006
C -1.35 0.62 -0.06 -0.054
C -1.56 1.74 -0.77 -0.032
N -0.31 2.05 -1.26 -0.148
C 0.61 1.20 -0.83 -0.041
C -0.03 3.20 -2.03 0.008
H 2.50 -0.61 -0.37 0.048
H 2.54 -1.61 1.18 0.066
H 2.34 0.16 1.18 0.048
H 0.19 -0.81 1.61 0.111
H 0.29 -1.79 0.02 0.117
H -1.99 -0.01 0.52 0.119
H -2.47 2.27 -1.04 0.131
H 1.76 1.35 -1.04 0.158
H -0.49 3.19 -3.02 0.085
H 1.05 3.31 -2.15 0.091
H -0.35 4.04 -1.45 0.094
C -0.66 -2.82 9.22 -0.086
C -1.23 -3.71 8.09 -0.136
N -0.13 -4.33 7.26 -0.056
C 0.70 -3.73 6.39 -0.019
C 1.46 -4.70 5.81 0.011
N 1.04 -5.93 6.28 -0.059
C 0.00 -5.66 7.15 0.009
C 1.52 -7.27 5.83 0.036
H -0.23 -1.90 8.79 0.066
H 0.26 -3.21 9.85 0.122
H -1.50 -2.62 9.97 0.103
H -1.93 -3.20 7.39 0.134
H -1.73 -4.55 8.59 0.120
H 0.55 -2.76 6.07 0.124
H 2.21 -4.72 5.00 0.112
H -0.48 -6.45 7.69 0.159
H 1.44 -7.33 4.74 0.099
H 0.76 -8.03 6.20 0.123
H 2.54 -7.40 6.08 0.082
C -4.54 -3.24 -0.36 -0.346
O -4.94 -2.54 0.72 -0.067
O -5.03 -2.75 -1.62 -0.006
C -3.00 -3.21 -0.44 -0.489
F -2.50 -4.17 -1.27 0.134
F -2.61 -1.99 -0.87 0.115
F -2.37 -3.24 0.75 0.151
C -6.35 -2.67 1.02 -0.200
C -6.75 -4.15 1.25 -0.063
H -6.37 -4.58 2.17 0.078
H -7.88 -4.11 1.26 0.105
H -6.48 -4.76 0.36 0.073
H -6.97 -2.34 0.11 0.132
H -6.52 -2.20 1.97 0.122
H -4.82 -4.32 -0.23 0.162
C -3.42 8.06 -4.86 -0.351
O -3.65 7.50 -3.55 -0.073
O -3.25 7.02 -5.74 0.032
C -4.52 8.90 -5.23 -0.561
F -5.65 8.26 -4.94 0.178
F -4.44 10.06 -4.48 0.135
F -4.48 9.21 -6.55 0.165
C -2.57 7.79 -2.71 -0.314
C -2.95 7.31 -1.36 -0.092
H -3.97 7.65 -1.00 0.102
H -3.03 6.19 -1.46 0.060
H -2.18 7.33 -0.49 0.109
H -2.19 8.80 -2.75 0.122
H -1.71 7.14 -2.96 0.129
H -2.44 8.62 -4.85 0.188
C 3.66 -4.98 2.36 -0.288
O 4.14 -3.68 2.49 -0.069
O 3.61 -5.52 3.71 -0.027
C 2.23 -4.95 1.78 -0.558
F 1.59 -4.10 2.53 0.185
F 2.33 -4.47 0.51 0.133
F 1.59 -6.14 1.65 0.141
C 4.89 -3.24 1.36 -0.226
C 5.65 -1.96 1.78 -0.036
H 6.08 -1.39 0.94 0.089
H 4.98 -1.31 2.35 0.053
H 6.40 -2.28 2.53 0.054
H 4.16 -2.96 0.62 0.075
H 5.61 -3.98 0.99 0.139
H 4.24 -5.70 1.78 0.168
C 0.35 1.81 3.11 -0.430
O -0.78 0.75 2.98 -0.152
O 1.41 1.52 2.46 -0.121
C -0.32 3.16 2.55 -0.599
F -0.32 3.16 1.21 0.126
F -1.58 3.31 2.97 0.118
F 0.31 4.25 2.87 0.167
C -1.57 0.66 4.12 -0.324
C -2.39 -0.69 4.23 -0.056
H -1.70 -1.52 4.36 0.047
H -2.97 -0.62 5.18 0.078
H -3.02 -0.76 3.40 0.035
H -2.38 1.44 4.19 0.110
H -1.00 0.87 5.04 0.104
H 0.42 1.95 4.22 0.133
C 3.94 0.64 -2.17 -0.485
O 5.20 0.00 -1.80 -0.092
O 3.50 1.48 -1.26 -0.201
C 4.43 1.47 -3.33 -0.556
F 3.35 2.06 -3.99 0.069
F 5.23 2.39 -2.94 0.203
F 5.11 0.78 -4.32 0.101
C 5.34 -1.36 -2.10 -0.296
C 6.81 -1.73 -2.18 -0.071
H 7.02 -2.83 -2.35 0.097
H 7.31 -1.13 -2.93 0.081
H 7.37 -1.60 -1.28 0.043
H 4.93 -1.67 -3.13 0.140
H 4.79 -1.94 -1.39 0.079
H 3.27 -0.13 -2.53 0.131
```